# 1
2 unconnected molecules or ions with the total composition C5H11O2 at a distorted geometry. Source: the Open Molecules 2025 dataset; level of theory: ωB97M-V/def2-TZVPD.

## Properties
- DFT total energy: -347.57612 a.u.
- Kohn-Sham gap: 7.60 eV
- Total charge: -1

Cartesian coordinates (Å):
C -0.4420 -2.4223 -1.7913
C -1.2047 -1.4826 -2.7061
H -0.5709 -1.9719 -0.7602
H -0.9547 -3.3096 -1.8521
H 0.5298 -2.5366 -1.7074
H -2.1821 -1.1821 -2.2735
H -0.9418 -0.3928 -2.6868
H -1.2332 -1.8588 -3.6238
C 0.1504 1.7260 2.0586
C 1.5157 2.3354 1.6042
C 0.0944 0.1636 1.6362
O -0.9099 -0.3632 2.0512
O 0.9694 -0.2116 0.9053
H 0.0297 1.8144 3.1157
H -0.6731 2.2870 1.7258
H 1.7946 2.0773 0.5923
H 2.4734 1.8328 2.1411
H 1.5552 3.4952 1.5707

These are the natural (NBO) partial charges, in e, on atoms 1 to 8: -0.6348 -0.6074 0.2540 0.1797 0.2109 0.2076 0.2070 0.1771

***

# 2
A molecular structure, C38H57Br2P2SiTi. Source: the Open Molecules 2025 dataset; level of theory: ωB97M-V/def2-TZVPD.

## Properties
- DFT total energy: -8451.76414 a.u.
- Kohn-Sham gap (alpha / beta): 7.54 / 7.54 eV
- Total charge: +1

Cartesian coordinates (Å):
Ti -0.0415 -0.3438 -0.7700
C -1.1766 -1.6842 2.6424
Si -0.2984 -0.2277 1.8179
C 1.4584 -0.2042 2.5477
C 1.6450 -0.4464 3.9098
C 2.9090 -0.4961 4.4740
C 4.0292 -0.3087 3.6780
C 3.8759 -0.0739 2.3215
C 2.6027 -0.0260 1.7571
P 2.3702 0.3036 -0.0111
C 3.5421 -0.7051 -1.0198
C 2.8945 -0.9379 -2.3997
C 3.9221 -1.4444 -3.4030
C 4.9656 -0.3570 -3.6953
C 5.1783 0.5540 -2.4785
C 5.0048 -0.2402 -1.1884
C 2.6733 2.1069 -0.2275
C 1.6128 2.8612 0.5930
C 1.9390 4.3573 0.7396
C 2.8108 4.8384 -0.4132
C 4.1616 4.1086 -0.3877
C 4.0427 2.6776 0.1636
C -1.2146 1.3424 2.3449
C -1.3207 1.6964 3.6930
C -1.9705 2.8505 4.0879
C -2.5417 3.6840 3.1326
C -2.4645 3.3480 1.7944
C -1.8077 2.1791 1.3958
P -1.6679 1.7172 -0.3621
C -1.4161 3.3619 -1.2001
C -0.5053 3.3366 -2.4313
C -0.4843 4.6999 -3.1495
C -0.8778 5.8331 -2.2136
C -2.3202 5.6362 -1.7324
C -2.6817 4.1476 -1.5748
C -3.2627 0.9850 -0.9267
C -3.1761 -0.5386 -0.6800
C -3.9918 -0.9669 0.5308
C -5.4815 -0.7283 0.2641
C -5.7060 0.5536 -0.5516
C -4.5694 1.5490 -0.3381
H -1.5796 -1.3753 3.6095
H -0.4892 -2.5128 2.8032
H -2.0150 -2.0499 2.0503
H 0.7878 -0.6255 4.5478
H 3.0234 -0.6906 5.5319
H 5.0205 -0.3514 4.1079
H 4.7592 0.0667 1.7144
H 3.5356 -1.6554 -0.4832
H 2.4504 -0.0118 -2.7867
H 2.0688 -1.6510 -2.3026
H 3.4242 -1.7549 -4.3220
H 4.4019 -2.3394 -2.9984
H 4.6504 0.2417 -4.5517
H 5.9101 -0.8256 -3.9765
H 4.4593 1.3796 -2.5019
H 6.1665 1.0154 -2.5106
H 5.3700 0.3084 -0.3228
H 5.6281 -1.1369 -1.2472
H 2.5126 2.2846 -1.2990
H 1.5256 2.4091 1.5847
H 0.6394 2.7338 0.1109
H 2.4641 4.5296 1.6823
H 1.0096 4.9263 0.8079
H 2.9637 5.9171 -0.3658
H 2.2937 4.6508 -1.3591
H 4.8730 4.6638 0.2262
H 4.5840 4.0730 -1.3947
H 4.1068 2.6793 1.2551
H 4.8808 2.0868 -0.1991
H -0.8779 1.0651 4.4538
H -2.0318 3.1070 5.1369
H -3.0472 4.5915 3.4328
H -2.9159 4.0074 1.0662
H -0.9156 3.9321 -0.4095
H -0.8472 2.5699 -3.1235
H 0.5069 3.0460 -2.1327
H -1.1818 4.6803 -3.9907
H 0.5025 4.8702 -3.5821
H -0.7756 6.8003 -2.7062
H -0.1908 5.8583 -1.3623
H -3.0153 6.1002 -2.4342
H -2.4638 6.1441 -0.7750
H -3.0787 3.7405 -2.5093
H -3.4766 4.0497 -0.8410
H -3.2571 1.1546 -2.0093
H -2.1213 -0.8568 -0.5466
H -3.4881 -1.0906 -1.5708
H -3.6635 -0.3936 1.4036
H -3.8151 -2.0181 0.7645
H -6.0131 -0.6725 1.2152
H -5.8954 -1.5837 -0.2727
H -6.6593 1.0099 -0.2841
H -5.7722 0.3177 -1.6172
H -4.4542 1.7458 0.7315
H -4.8119 2.4986 -0.8078
Br -0.5837 -0.0463 -3.1341
C -0.2816 -2.4289 -0.7578
Br 1.2042 -3.0238 0.3504
H -0.1016 -2.8248 -1.7575
H -1.1938 -2.8607 -0.3495

These are the Mulliken partial charges, in e, on atoms 1 to 8: -0.7879 -1.4097 1.8570 0.1437 -0.7867 -0.9525 -0.9131 -0.6344

***

# 3
4 unconnected molecules or ions with the total composition C2H12O3S2 at a distorted geometry. Source: the Open Molecules 2025 dataset; level of theory: ωB97M-V/def2-TZVPD.

## Properties
- DFT total energy: -1105.42827 a.u.
- Kohn-Sham gap: 8.73 eV
- SMILES: CCSS.O.O.O

Cartesian coordinates (Å):
C 0.9578 3.4414 -2.4092
C 0.7128 2.7544 -1.0619
S -0.9219 2.9050 -0.5194
S -0.7531 1.8565 1.4216
H 0.2955 3.1055 -3.0828
H 0.8501 4.5583 -2.2536
H 1.8689 3.1174 -2.7583
H 1.0724 1.7013 -1.1730
H 1.3939 3.4347 -0.3122
H -1.6627 1.0122 0.8586
H -1.4706 -1.5371 -0.5245
H -0.8102 -2.6875 -1.3378
O -1.2601 -1.8543 -1.4116
H -2.0645 -4.8601 1.9807
H -1.6599 -3.6150 1.3839
O -1.2870 -4.3970 1.6198
H 3.1842 -6.4314 1.6259
H 3.8477 -7.0274 0.3615
O 4.0386 -6.7651 1.2446

These are the natural (NBO) partial charges, in e, on atoms 1 to 8: -0.5959 -0.5839 0.1441 -0.1632 0.2011 0.2075 0.2170 0.2255

***

# 4
A molecular structure, C46H65GeN2O2Pd. Source: the Open Molecules 2025 dataset; level of theory: ωB97M-V/def2-TZVPD.

## Properties
- DFT total energy: -4256.73162 a.u.
- Kohn-Sham gap: 6.87 eV
- Total charge: -1

Cartesian coordinates (Å):
Pd -0.7473 0.8522 -1.1003
C 0.6097 0.8323 -4.2572
N -0.6615 0.4229 -3.6929
C -1.7622 1.2138 -4.2159
C -0.9019 -1.0017 -3.8629
C -0.1132 -1.8371 -2.8595
N -0.5000 -1.4906 -1.5028
C 0.5306 -1.7328 -0.4871
C 1.8996 -1.1737 -0.8072
C 2.9444 -2.0877 -0.8159
C 4.2690 -1.7319 -1.0163
C 4.5178 -0.3785 -1.2173
C 3.5258 0.5949 -1.2255
C 2.1655 0.2073 -1.0259
O 1.2498 1.1454 -1.0383
C 3.9064 2.0722 -1.4214
C 5.4141 2.2566 -1.6334
C 3.5194 2.8944 -0.1861
C 3.2035 2.6660 -2.6501
C 5.3643 -2.7962 -0.9966
C 5.3835 -3.4915 0.3722
C 6.7518 -2.2036 -1.2462
C 5.0918 -3.8441 -2.0853
C -1.7671 -2.1236 -1.1383
C -2.5858 -1.5309 -0.0135
C -2.9434 -2.3354 1.0484
C -3.9204 -1.9490 1.9671
C -4.5292 -0.7245 1.7433
C -4.1909 0.1464 0.7026
C -3.1601 -0.2399 -0.1803
O -2.7523 0.5241 -1.1795
C -5.0646 1.4053 0.5388
C -6.4635 0.9466 0.0932
C -4.5661 2.4247 -0.4931
C -5.1999 2.1548 1.8756
C -4.3146 -2.8832 3.1098
C -5.4308 -2.3004 3.9779
C -4.8084 -4.2207 2.5395
C -3.1004 -3.1384 4.0113
H 0.6642 0.6166 -5.3394
H 0.7450 1.9010 -4.1058
H 1.4343 0.3278 -3.7542
H -1.9252 1.0415 -5.2943
H -2.6706 0.9706 -3.6643
H -1.5477 2.2720 -4.0636
H -1.9700 -1.1707 -3.7219
H -0.6550 -1.3295 -4.8883
H -0.2659 -2.9099 -3.0713
H 0.9527 -1.6391 -2.9720
H 0.1506 -1.3156 0.4508
H 0.6451 -2.8193 -0.3276
H 2.6920 -3.1300 -0.6424
H 5.5382 -0.0647 -1.3725
H 5.9927 1.9186 -0.7709
H 5.7725 1.7277 -2.5200
H 5.6191 3.3199 -1.7754
H 4.0182 2.5058 0.7066
H 3.8301 3.9353 -0.3181
H 2.4452 2.8790 -0.0236
H 3.4725 2.1105 -3.5521
H 2.1249 2.6325 -2.5195
H 3.5092 3.7081 -2.7838
H 5.5939 -2.7682 1.1625
H 4.4217 -3.9553 0.5942
H 6.1520 -4.2697 0.3996
H 7.0174 -1.4718 -0.4810
H 7.4989 -3.0008 -1.2234
H 6.8091 -1.7155 -2.2211
H 4.1263 -4.3285 -1.9349
H 5.0801 -3.3748 -3.0711
H 5.8650 -4.6181 -2.0785
H -2.4049 -2.0908 -2.0237
H -1.5871 -3.1899 -0.9127
H -2.4673 -3.3084 1.1340
H -5.3266 -0.4217 2.4073
H -6.4009 0.4132 -0.8577
H -6.9172 0.2764 0.8263
H -7.1228 1.8096 -0.0384
H -4.5534 2.0113 -1.4985
H -5.2424 3.2862 -0.4709
H -3.5578 2.7680 -0.2694
H -5.6518 1.5434 2.6571
H -4.2236 2.4894 2.2270
H -5.8350 3.0343 1.7381
H -6.3446 -2.1400 3.4022
H -5.6613 -2.9951 4.7893
H -5.1342 -1.3493 4.4239
H -5.6742 -4.0619 1.8934
H -4.0351 -4.7119 1.9479
H -5.0974 -4.8987 3.3477
H -2.7809 -2.2053 4.4801
H -3.3490 -3.8536 4.8011
H -2.2571 -3.5322 3.4427
Ge -0.7809 1.9860 0.9475
C 0.1139 0.7454 2.1941
C -0.6237 -0.1443 2.9775
C 0.0080 -1.1413 3.7125
C 1.3896 -1.2714 3.6728
C 2.1386 -0.3961 2.8983
C 1.5033 0.6000 2.1706
C 0.1898 3.6977 1.0563
C 0.0851 4.6193 0.0147
C 0.7761 5.8232 0.0470
C 1.5953 6.1245 1.1267
C 1.7130 5.2183 2.1708
C 1.0140 4.0183 2.1337
H -2.1874 2.2090 1.5597
H -1.7084 -0.0779 2.9890
H -0.5789 -1.8294 4.3082
H 1.8790 -2.0567 4.2371
H 3.2163 -0.4996 2.8421
H 2.0967 1.2596 1.5500
H -0.5262 4.3743 -0.8477
H 0.6858 6.5227 -0.7760
H 2.1448 7.0581 1.1500
H 2.3570 5.4431 3.0133
H 1.1234 3.3141 2.9513

These are the Mulliken partial charges, in e, on atoms 1 to 8: 1.6348 -1.3613 1.1136 -1.1289 -1.4203 -1.0882 1.8023 -0.2806